Molecular formula: C18H36F5IO21P4S
Method: DFT, the ωB97M-V functional and the def2-TZVPD basis

Properties
- Kohn-Sham gap: 0.2887 Eh
- SMILES: O=C1OC(=O)C(S(=O)(=O)C(F)(F)C(F)(F)F)=C1I.COP(=O)(OC)OC.COP(=O)(OC)OC.COP(=O)(OC)OC.COP(=O)(OC)OC
- LUMO level: -1.80 eV

Geometry (Å):
O1 -1.7747 0.0750 -1.6596
C1 -0.8972 0.1674 -2.4512
O2 -1.0940 0.2277 -3.8051
C2 0.1182 0.3478 -4.4558
O3 0.2259 0.3866 -5.6307
C3 1.1858 0.3967 -3.3913
S1 2.8548 0.6155 -3.9399
O4 3.0020 -0.2409 -5.0770
O5 3.0801 1.9923 -4.2656
C4 4.1348 -0.0421 -2.7367
F1 3.7236 -1.1827 -2.1902
F2 5.1525 -0.3560 -3.5346
C5 4.6923 0.9427 -1.6372
F3 5.9015 1.3457 -2.0285
F4 4.8725 0.2880 -0.5009
F5 3.9700 2.0280 -1.4524
C6 0.5810 0.2888 -2.2047
I1 1.3623 0.2928 -0.3237
C7 0.9861 5.8085 -4.2652
O6 1.2797 6.1575 -2.8877
P1 2.7917 5.9557 -2.2406
O7 2.3989 5.4465 -0.9097
O8 3.0802 7.5653 -2.2150
C8 2.9029 8.3557 -3.3870
O9 4.3665 5.5407 -2.2538
C9 5.2563 6.3058 -1.4376
H1 0.1399 5.1243 -4.2752
H2 0.7175 6.7111 -4.8139
H3 1.8267 5.3278 -4.7639
H4 1.9028 8.7914 -3.3906
H5 3.0485 7.7776 -4.3025
H6 3.6352 9.1602 -3.3648
H7 4.7968 6.5386 -0.4788
H8 5.5583 7.2220 -1.9411
H9 6.1352 5.6828 -1.2847
C10 -5.2228 3.3148 0.2477
O10 -4.9813 2.3635 1.3161
P2 -6.1121 1.2377 1.7727
O11 -5.9184 1.3841 3.2352
O12 -5.2647 -0.0041 1.1334
C11 -4.8620 0.0336 -0.2434
O13 -7.5377 0.4423 1.8121
C12 -7.5202 -0.9190 2.2491
H10 -5.0497 4.3169 0.6340
H11 -4.5249 3.1228 -0.5669
H12 -6.2400 3.2603 -0.1377
H13 -3.8535 0.4343 -0.3173
H14 -5.5402 0.6361 -0.8514
H15 -4.8610 -0.9851 -0.6222
H16 -6.8421 -1.0500 3.0908
H17 -7.2405 -1.5865 1.4364
H18 -8.5372 -1.1486 2.5589
C13 -3.9207 -0.4836 3.7244
O14 -3.5680 -1.8999 3.8937
P3 -2.0832 -2.3497 4.3079
O15 -1.7427 -3.5135 3.4895
O16 -2.4747 -2.8059 5.8268
C14 -3.3425 -2.0051 6.6203
O17 -0.7178 -1.5962 4.6874
C15 0.1401 -2.2429 5.6315
H19 -4.3501 -0.3509 2.7341
H20 -4.6582 -0.2133 4.4739
H21 -3.0530 0.1698 3.8251
H22 -4.3689 -2.3598 6.5183
H23 -3.2982 -0.9494 6.3457
H24 -3.0378 -2.1073 7.6607
H25 0.1764 -3.3159 5.4529
H26 -0.1878 -2.0434 6.6496
H27 1.1294 -1.8139 5.4886
C16 0.8968 -6.9860 -1.7092
O18 1.6904 -5.7823 -1.5536
P4 2.2963 -5.3378 -0.1065
O19 2.0936 -3.8935 -0.0138
O20 3.8352 -5.6873 -0.5501
C17 4.1420 -6.8931 -1.2366
O21 2.4560 -5.9060 1.3856
C18 3.6659 -5.5931 2.0849
H28 -0.0493 -6.7185 -2.1744
H29 1.4285 -7.6803 -2.3586
H30 0.6915 -7.4758 -0.7580
H31 4.1417 -6.7169 -2.3132
H32 3.4376 -7.6942 -1.0012
H33 5.1390 -7.2085 -0.9340
H34 3.9702 -4.5657 1.8953
H35 4.4627 -6.2776 1.8037
H36 3.4457 -5.7222 3.1420


Molecular formula: C18H36N3O3S
Method: DFT, the ωB97M-V functional and the def2-TZVPD basis

Properties
- Kohn-Sham gap: 0.2681 Eh
- LUMO level: -3.72 eV
- ΔE to the lowest compared entry with this formula, charge and spin: 0.00 kcal/mol
- Total charge: +1

Geometry (Å):
C1 -3.2396 -5.3577 0.9074
C2 -3.8102 -4.4847 -0.1956
N1 -3.0979 -4.7573 -1.4981
S1 -2.4509 -3.3690 -2.1776
C3 -1.0821 -3.9820 -3.1736
C4 0.1977 -3.1156 -3.0339
O1 1.0455 -3.2889 -3.8637
C5 0.2777 -2.1762 -1.8797
C6 0.5737 -2.6845 -0.6137
C7 0.6049 -1.8280 0.4787
C8 0.3319 -0.4770 0.3011
C9 0.0364 0.0276 -0.9586
C10 0.0051 -0.8229 -2.0582
H1 -2.1513 -5.3182 0.9111
H2 -3.5802 -6.3878 0.8253
H3 -3.5870 -4.9740 1.8683
H4 -3.6928 -3.4323 0.0705
H5 -4.8748 -4.6661 -0.3332
H6 -3.7570 -5.1539 -2.1618
H7 -3.2894 -3.0483 -3.1843
H8 -1.3708 -3.9865 -4.2233
H9 -0.8801 -5.0059 -2.8579
H10 0.7851 -3.7409 -0.4921
H11 0.8495 -2.2028 1.4634
H12 0.3642 0.1889 1.1532
H13 -0.1697 1.0844 -1.0852
H14 -0.2210 -0.4465 -3.0488
C11 -2.3654 5.9791 -3.3390
C12 -2.8966 5.1560 -2.1715
C13 -1.9400 5.0763 -0.9756
O2 -0.8456 4.1957 -1.1584
C14 0.2723 4.7435 -1.8345
N2 -3.2891 3.8294 -2.6584
H15 -1.5974 5.4397 -3.8941
H16 -3.1722 6.2006 -4.0360
H17 -1.9412 6.9244 -2.9969
H18 -3.8026 5.6478 -1.8053
H19 -2.4941 4.6765 -0.1223
H20 -1.5775 6.0724 -0.6930
H21 0.4083 5.7989 -1.5837
H22 0.1863 4.6429 -2.9190
H23 1.1532 4.1911 -1.5082
H24 -3.7505 3.3192 -1.9113
H25 -2.4386 3.3070 -2.8489
C15 3.3172 0.8731 2.6451
C16 2.7657 0.0239 3.7853
C17 3.6949 -0.0604 5.0021
O3 4.7995 -0.9216 4.8303
C18 5.9344 -0.3521 4.2034
N3 2.4127 -1.3064 3.2700
H26 4.1095 0.3539 2.1056
H27 2.5311 1.0994 1.9247
H28 3.7175 1.8179 3.0152
H29 1.8418 0.4955 4.1349
H30 3.1263 -0.4790 5.8366
H31 4.0327 0.9391 5.3043
H32 6.0592 0.6964 4.4893
H33 5.8812 -0.4218 3.1141
H34 6.8049 -0.9124 4.5402
H35 1.9614 -1.8347 4.0123
H36 3.2835 -1.8053 3.1033


Molecular formula: C18H36N5
Method: DFT, the ωB97M-V functional and the def2-TZVPD basis

Properties
- Kohn-Sham gap: 0.2005 Eh
- LUMO level: -4.46 eV
- ΔE to the lowest compared entry with this formula, charge and spin: 116.22 kcal/mol
- Total charge: +1

Geometry (Å):
N1 -1.0909 4.4797 0.8770
C1 -0.9874 3.1374 0.7243
N2 -2.2226 2.3536 0.6323
C2 -1.9901 1.1433 -0.2227
C3 -0.7417 0.2752 0.2879
C4 0.3959 1.1454 1.0175
N3 0.3813 2.5985 0.6301
C5 0.9531 2.7285 -0.7590
C6 1.4448 4.2025 -1.1649
C7 0.4012 5.0637 -2.0296
C8 -0.3012 4.2738 -3.2401
N4 0.5606 3.2716 -3.9156
C9 0.2478 1.8693 -4.1769
C10 1.3965 1.1455 -4.9292
C11 2.4024 2.3427 -5.0834
C12 1.8548 3.6664 -4.4412
H1 -1.7192 4.9691 0.2170
H2 -0.5753 4.9467 1.6320
H3 -2.9088 2.9478 0.1190
H4 -2.9497 0.5012 -0.2701
H5 -1.7675 1.4231 -1.3231
H6 -0.3272 -0.3698 -0.5797
H7 -1.1574 -0.4677 1.0686
H8 0.2737 1.0272 2.1623
H9 1.3996 0.6253 0.7772
H10 0.2143 2.2471 -1.4847
H11 1.8961 2.0567 -0.7776
H12 2.4546 4.1216 -1.6915
H13 1.6451 4.8076 -0.1956
H14 1.0052 5.9290 -2.5108
H15 -0.4082 5.5948 -1.3939
H16 -0.6512 5.0464 -4.0262
H17 -1.2464 3.7621 -2.8179
H18 -0.7554 1.4414 -3.8251
H19 1.4720 0.0586 -5.2647
H20 3.3945 2.1885 -5.6239
H21 2.3358 4.7024 -4.4092
C13 1.2046 -2.8565 1.4264
C14 0.6424 -4.2721 1.5069
N5 0.5155 -4.7716 2.8695
C15 0.2725 -6.2119 2.9395
C16 -1.0323 -6.7392 2.3471
C17 -0.2806 -3.9594 3.7843
C18 -1.7269 -3.6608 3.3936
H22 2.1537 -2.7775 1.9633
H23 1.3876 -2.5887 0.3815
H24 0.5088 -2.1187 1.8353
H25 1.3340 -4.9191 0.9564
H26 -0.3124 -4.3059 0.9668
H27 0.3466 -6.5411 3.9817
H28 1.1023 -6.7168 2.4300
H29 -1.8889 -6.5024 2.9791
H30 -0.9853 -7.8300 2.2736
H31 -1.2188 -6.3549 1.3419
H32 0.2347 -3.0025 3.9266
H33 -0.2711 -4.4168 4.7796
H34 -1.8241 -3.3423 2.3529
H35 -2.1134 -2.8484 4.0179
H36 -2.3779 -4.5198 3.5575


no.,strongest force on any atom (eV/Å),HOMO level (eV)
1,6.76,-9.653
2,1.09,-11.020
3,6.75,-9.921